The following is a DFT calculation (the ωB97M-V functional and the def2-TZVPD basis) of C46H54GaGeIN2O2PSSi3 as an isolated structure at a distorted geometry.

E_tot = -7952.032535 hartree
Max |F| = 3.67 eV Å⁻¹

The geometry in ORCA input format:
```
! wB97M-V def2-TZVPD RIJCOSX def2/J DEFGRID3
* xyz 2 2
C 1.7525 -2.9114 3.2484
H 2.8073 -0.7388 -1.8423
O -3.0994 -0.8063 -1.2547
C 5.0402 -5.4161 -2.3531
H -4.3662 1.6020 -4.6517
N 1.8261 -1.8346 -0.2611
H 2.1274 0.3815 2.5498
N -0.7972 -0.9286 0.0333
H -0.9413 5.1600 2.0284
C -5.0288 -0.8039 3.5169
C 1.7832 -0.5033 3.0524
C 0.9659 -4.1757 -0.5103
C 0.2801 3.2106 -3.2509
H -5.2051 4.2589 2.2314
H 6.9907 0.9015 1.9948
H -0.5932 6.5329 -1.0382
C 3.6484 0.7814 0.0481
H -2.8725 2.6123 -4.5594
C -5.7195 1.8394 -1.8859
H -6.4973 1.9962 -2.6328
C 0.9949 -2.8092 4.3873
H -3.2556 -0.9102 4.7204
S -2.3413 -0.3700 -0.0830
C -4.6863 3.5743 1.5871
C -3.3841 -0.8170 1.3263
H -5.6580 -0.7687 4.4192
C 3.3367 -2.8670 -1.9209
C -3.5131 1.8922 -4.0420
C 0.6554 -1.5535 4.8776
C 4.5020 1.8869 -0.0231
H 0.1759 -1.4399 5.8391
H 2.6843 0.7899 -0.4674
H 4.6667 -5.7804 -4.4024
H 2.2960 -4.8075 -4.4297
H -6.6661 -0.8406 2.1288
C -3.4801 6.0408 0.2608
O -2.0812 1.0850 0.0699
C 0.9711 4.0404 -0.1208
I 0.1837 -2.9804 -3.7814
H 2.4370 -5.7395 -1.1583
H 6.3205 -6.1792 -0.2571
H 0.6326 3.4216 0.6987
H -6.0369 2.2714 -0.8971
H -3.0334 6.3090 -0.7173
H -5.3864 3.2004 0.8253
H -4.3491 2.7204 2.2169
C 4.0175 -0.3289 0.8193
H 6.4111 2.6903 0.4357
H -1.6103 6.0240 -2.3293
C 2.9844 -4.7411 -3.5876
C 2.3100 -4.6445 -1.1037
C 5.7255 1.8686 0.5855
H 1.0303 5.0425 0.2975
C -0.5966 -2.3112 0.0053
C -1.7135 4.4106 2.2727
H -2.1350 4.7005 3.2286
C -4.7651 -0.7786 1.1297
Ge -2.3624 2.8982 -0.9113
H -0.2642 3.6196 -4.1239
C -5.6010 -0.8001 2.2342
C 3.8325 -3.3057 0.6396
H -5.5512 0.7679 -1.7843
H 0.1716 6.2825 -2.5785
H 1.9393 3.6671 -0.4548
Ga 0.2408 -0.9035 -2.4081
C -0.1271 -5.0822 -0.3719
Si -0.2698 4.0325 -1.5880
H -3.1830 6.7728 1.0191
H -2.8883 1.0224 -3.7789
H 4.6748 -3.4167 2.5777
C -3.6624 -0.8925 3.6977
C 0.7526 -2.8392 -0.1823
H 4.1679 2.7327 -0.5908
C -4.5796 4.5601 -2.9865
C 2.5784 -1.7377 -1.4548
H -4.5340 6.1867 0.1576
H 0.8917 0.5978 4.6291
H -2.2305 -5.3597 0.0416
C 5.5989 -5.4162 0.0099
C -1.6545 -3.2533 0.0644
H -3.6717 4.9732 -3.4121
H 2.0453 -3.8845 2.8429
C -2.8177 -0.9468 2.5874
H 1.3263 3.4350 -3.4177
C 4.6280 -3.8549 1.5972
H 4.1256 -2.5482 -2.6448
H 6.2100 -5.2961 2.0793
H -2.6663 -2.9082 0.2289
H 5.5775 -1.1041 2.1222
C 3.6782 -3.9072 -0.7058
H -5.1579 -0.7398 0.0985
C -1.3973 -4.6222 -0.0627
H -5.3018 4.4434 -3.8061
P 2.9933 -1.7682 1.0053
H 0.2160 2.1300 -3.1993
H -4.9365 5.1933 -2.2028
H 5.8672 -6.0835 -2.4374
C 2.1593 -1.7539 2.5944
H 0.7076 -3.6822 4.9631
Si -3.0565 4.2769 0.8738
C 5.5083 -4.9408 1.2966
H -1.1848 3.4724 2.4666
C 6.0750 0.8067 1.4042
C 1.0587 -0.3979 4.2407
C 4.8136 -4.9069 -1.0343
Si -4.1304 2.7676 -2.4903
C 2.4889 -3.9876 -2.4902
C 5.2424 -0.2807 1.5378
C -0.5967 5.9308 -1.9320
H -0.0149 -6.1685 -0.4580
C 4.2565 -5.2979 -3.5356
H -1.7309 -0.9414 2.7594
*
```

Atom charges from the Löwdin analysis, given in e for atoms 1 to 8: -0.07 0.08 -0.32 0.02 0.04 -0.18 0.11 -0.17

=====

The following is a DFT calculation (the ωB97M-V functional and the def2-TZVPD basis) of a 2-piece molecular cluster, C54H52N5O overall at a distorted geometry.

E_tot = -2437.690848 hartree
Max |F| = 4.78 eV Å⁻¹

The geometry in ORCA input format:
```
! wB97M-V def2-TZVPD RIJCOSX def2/J DEFGRID3
* xyz 1 1
H 7.0093 -3.4634 2.9911
H -7.0936 1.3100 2.1938
C -5.3941 1.4496 0.8527
H -0.5312 1.2005 -2.3853
C -1.9883 1.7443 2.4857
C 5.6933 -2.6918 1.4443
C -2.8373 2.4122 0.1963
H 1.6155 4.4897 2.1556
H -6.7498 -0.1678 1.2964
C 6.3138 2.9365 -0.3078
C -3.9218 2.6669 -0.6588
H 1.5670 0.6557 -1.9851
H 1.5551 -5.2616 5.0658
H 4.6709 4.6236 1.1050
H -0.5105 -2.4015 0.3718
H -4.5031 2.9922 -2.6799
C 4.1043 2.2545 -1.2594
H 1.2252 -9.4400 -0.9028
O 1.1371 0.8894 0.9314
H 3.3575 -5.2569 5.0432
C -1.4334 0.5937 -2.2617
C -1.4969 -0.3559 -1.2178
H -1.3020 -4.7771 -4.0066
H -4.5400 0.2151 -3.5624
C -1.2679 4.3006 -0.3259
C 0.1412 0.9297 0.1749
H 5.1191 -4.3535 4.4154
C -0.4334 -5.4117 -3.8053
H 6.5992 1.9607 0.1044
H -6.0236 2.3659 -0.9899
C -2.6239 -1.2279 -1.1615
C 2.7285 4.0762 0.3618
H -2.4888 1.6138 3.4571
H -1.1347 6.4949 -1.7349
H 6.7449 3.7165 0.3239
C -3.2098 5.4953 0.7892
H 1.2218 2.1363 -2.9241
C 4.1253 3.9846 0.4034
N -0.0065 4.4877 -0.6082
H 6.7714 3.0019 -1.3009
C 1.4850 -4.1524 2.4670
H -1.4163 2.6841 2.5394
C -4.3047 1.2233 1.6908
H -3.2928 4.7096 1.5423
H -1.2924 0.9021 2.3549
C -3.9401 7.6165 -0.1338
C -3.8174 3.4295 -1.9408
H 0.1483 -8.0130 -2.7121
H -2.4065 1.4740 -3.9529
H -4.8812 6.6195 1.5462
C -0.3208 2.2776 -0.3012
H 2.4337 -8.3382 0.9576
H -4.1240 4.4788 -1.8111
C -3.6625 0.0070 -2.9544
C 0.3043 -3.9482 -1.9255
H 0.5085 -4.6074 2.5594
H 2.4756 -6.3877 4.0163
H 0.2737 -1.2546 1.5383
C 2.7153 2.3584 -1.3759
C 4.9331 -3.8530 3.4655
H 2.8010 5.7132 1.6747
H 4.1250 -2.0552 0.0373
H -1.5204 -1.3935 1.4651
C 1.2389 -8.3466 -0.8486
H -4.6410 8.4554 -0.1266
C 5.9710 -3.3334 2.6664
H -4.6159 -1.5929 -1.8368
H -0.0632 -3.0241 -2.3689
C -2.4895 0.7436 -3.1461
C 3.3461 -2.9854 1.7999
C -1.9931 6.5162 -1.0608
C 0.6159 -7.5615 -1.8385
H -0.6807 -6.4694 -3.9028
N 2.4714 -4.3544 3.3964
C 0.5786 -6.1788 -1.6367
C 2.0085 1.5639 -2.4167
C -0.5806 -1.4098 0.8594
C -5.1861 2.1796 -0.3136
H -7.4970 1.2037 0.4671
H -2.8083 3.4141 -2.3627
C -2.1984 5.4174 -0.1955
C -0.5381 -0.3510 -0.1620
C 2.0445 5.0185 1.2923
H -4.4415 0.6406 2.6042
C -3.7143 -0.9944 -1.9820
C 1.5370 -3.0722 0.0945
H 4.6346 1.5077 -1.8538
C -4.0851 6.5814 0.7998
C -2.8853 7.5879 -1.0564
N 0.0445 -5.1778 -2.4591
C 1.9623 -6.3297 0.3281
C 4.8239 3.0737 -0.3914
C -6.7541 0.9270 1.2211
C -3.0454 1.7832 1.4291
H 1.2517 5.5951 0.8054
C 2.4519 -5.3680 4.4396
C 1.2295 -5.5445 -0.5490
C 4.3753 -2.5107 0.9982
C 3.6327 -3.6675 3.0068
H 0.3353 -5.1733 -4.5556
H -2.6812 -2.0166 -0.4024
C 1.0417 -4.0956 -0.7334
C 2.0272 3.2160 -0.5006
H 2.7227 1.2421 -3.1845
C 1.9940 -3.3467 1.4134
H 6.5323 -2.3499 0.8357
N -1.5380 2.9331 -0.1270
H 2.5867 -5.8683 1.0860
C 1.9087 -7.7267 0.2195
H -2.7512 8.4044 -1.7692
N 0.5981 3.2508 -0.4795
H 1.7885 -2.0860 -0.3352
*
```

Atom charges from the Löwdin analysis, given in e for atoms 1 to 8: 0.11 0.09 -0.26 0.08 -0.02 -0.07 -0.13 0.10

=====

The following is a DFT calculation (the ωB97M-V functional and the def2-TZVPD basis) of C22H21BIrN6 as an isolated structure at a distorted geometry.

E_tot = -1308.608037 hartree
Max |F| = 2.66 eV Å⁻¹

The geometry in ORCA input format:
```
! wB97M-V def2-TZVPD RIJCOSX def2/J DEFGRID3
* xyz 0 2
N -0.3143 1.8304 -0.2783
H -5.2991 -0.1464 1.0384
C 1.2196 3.6890 0.0149
C -1.1499 4.0254 0.1739
B -2.9425 -0.3213 2.3093
C -1.3225 2.6467 -0.0869
C -4.4971 -0.2381 0.3252
C 2.1635 -4.9513 -1.6230
C 3.3210 1.8901 -0.4199
H -2.3106 2.2050 -0.1394
C 3.5869 3.2558 -0.1690
C 1.3322 -4.1514 -0.8670
H -2.7229 -0.5099 -2.3787
Ir -0.3700 -0.3037 -0.3549
N 1.6863 0.0515 -0.6956
N -1.4332 -0.2776 2.7091
N -2.4183 -0.4505 -0.3142
H -1.7421 -0.4821 4.7779
C 0.6971 -3.0123 -1.4336
C 0.3434 -0.1597 4.0269
C 2.0358 1.4372 -0.4450
C 2.5636 4.1313 0.0465
H 0.2699 5.5975 0.4095
H 3.0320 -5.3074 -3.5628
H -2.0205 4.6463 0.3298
C -3.1819 -0.4241 -1.4096
N -3.2306 -0.3274 0.7540
C 0.7005 -0.0112 2.6868
H 1.8689 -0.2011 -1.6644
C 0.1066 4.5435 0.2225
C -4.5210 -0.2947 -1.0545
C 2.3661 -4.6869 -2.9778
C -1.0270 -0.3300 3.9865
N -0.3790 -0.0864 1.9102
H -3.4726 0.6811 2.7407
C 0.9601 2.3330 -0.2327
H -3.4258 -1.3235 2.7809
C -0.0033 -2.0808 -0.6523
H 0.9835 -0.1494 4.8915
H 4.1370 1.1980 -0.5904
H 1.1702 -4.3652 0.1821
H 2.2578 -0.5655 -0.1243
H 2.6578 -5.7968 -1.1604
H 0.3111 -1.9927 -3.2902
C 0.8563 -2.8087 -2.8317
H 1.7968 -3.4458 -4.6362
C 1.6850 -3.6274 -3.5739
H 2.7664 5.1754 0.2503
H 1.6761 0.1428 2.2510
H -5.3781 -0.2547 -1.7029
H 4.6105 3.6040 -0.1480
*
```

Atom charges from the Löwdin analysis, given in e for atoms 1 to 8: -0.06 0.12 -0.14 -0.03 -0.40 -0.09 -0.11 -0.11

=====

Question: Which of these has the highest E_tot?
Answer: C22H21BIrN6

=====

Question: Number 1 is which compound?
Answer: C46H54GaGeIN2O2PSSi3

=====

Question: Look up the E_tot of the second one.
Answer: -2437.690848 hartree

=====

Question: Which value of E_tot does entry 2 give?
Answer: -2437.690848 hartree